{
  "formula": "C5H9OP",
  "method": "ωB97M-V/def2-TZVPD",
  "smiles": "PO[C@@H]1CC12CC2",
  "de_lowest_ev": 3.282,
  "orbital_gap_ha": 0.3725,
  "energy_ev": -16663.6080,
  "homo_energy_ev": -9.08,
  "lumo_ev": 1.05,
  "species": ["C", "C", "C", "C", "C", "O", "P", "H", "H", "H", "H", "H", "H", "H", "H", "H"],
  "positions_angstrom": [[-1.16415, -1.28235, -1.54727], [-0.05939, -1.72428, -0.64712], [-0.97485, 0.45998, 0.59049], [-0.05343, 1.00239, -0.44058], [-0.47813, -0.32608, -0.50617], [1.20383, 1.39688, 0.05752], [1.80515, 1.33136, 1.60426], [-1.03597, -1.11937, -2.60385], [-2.13670, -1.49051, -1.20400], [-0.43202, -2.30177, 0.11647], [0.93728, -1.85808, -1.06931], [-0.55240, 0.39618, 1.64308], [-2.08774, 0.74104, 0.67757], [-0.39334, 1.78333, -1.10803], [3.04648, 2.05226, 1.41071], [1.40754, 2.63336, 2.10963]],
  "forces_ev_per_a": [[1.00, 1.91, 0.95], [1.32, 1.14, -1.66], [-3.17, 0.91, 2.82], [1.06, 3.09, 0.94], [-1.07, -3.54, -1.77], [1.47, 0.24, -0.33], [0.01, 1.00, -0.03], [0.19, 0.09, -0.04], [-1.09, -0.60, 0.00], [0.02, -1.65, 1.73], [-0.34, -0.50, 0.21], [-0.32, -0.35, -1.51], [1.79, -0.23, -0.51], [-0.12, -0.24, -0.28], [-0.28, -0.74, -0.52], [-0.47, -0.54, -0.02]]
}

{
  "formula": "C5H9P",
  "method": "ωB97M-V/def2-TZVPD",
  "de_lowest_ev": 4.988,
  "orbital_gap_ha": [0.2846, 0.2871],
  "energy_ev": -14613.3318,
  "homo_energy_ev": [-7.97, -7.63],
  "lumo_ev": [-0.23, 0.18],
  "species": ["C", "C", "C", "C", "C", "P", "H", "H", "H", "H", "H", "H", "H", "H", "H"],
  "positions_angstrom": [[0.80207, -0.14281, 1.03056], [-0.31008, -0.79234, 0.74665], [1.50031, 0.73973, 0.01681], [-0.30650, 0.77339, -2.12342], [-1.34411, -1.66726, 1.15876], [0.53184, 1.91755, -1.12786], [1.21416, -0.05999, 2.14722], [2.41254, 1.36463, 0.45319], [2.00136, 0.14291, -0.90364], [0.27528, 0.40542, -2.84485], [-1.32881, 0.69591, -1.95686], [-0.86898, -2.77612, 1.33888], [-2.07130, -1.69053, 0.19698], [-1.98929, -1.34045, 2.08105], [-0.51848, 2.42996, -0.21348]],
  "forces_ev_per_a": [[-0.36, 0.45, 1.30], [2.17, 1.50, 0.31], [3.12, 0.72, -1.72], [-0.80, 1.88, 3.17], [-2.16, -2.68, -0.37], [0.09, 0.71, 1.90], [-0.82, -0.35, -2.32], [-1.99, -1.39, -0.64], [-0.87, 0.82, 2.30], [1.53, -1.93, -2.94], [-1.65, -0.56, -0.55], [-1.49, 2.54, -0.41], [1.17, -0.50, 2.37], [1.31, -0.53, -1.64], [0.74, -0.68, -0.77]]
}

{
  "formula": "C5H9P",
  "method": "ωB97M-V/def2-TZVPD",
  "de_lowest_ev": 2.303,
  "orbital_gap_ha": 0.2943,
  "energy_ev": -14616.0168,
  "homo_energy_ev": -7.92,
  "lumo_ev": 0.09,
  "species": ["C", "C", "C", "C", "C", "P", "H", "H", "H", "H", "H", "H", "H", "H", "H"],
  "positions_angstrom": [[-1.31246, -0.98147, -0.55978], [-2.47920, -0.77131, 0.00938], [-0.46598, -0.58040, -1.69109], [1.97215, 1.11919, 0.59581], [0.88274, 0.33273, 1.23658], [0.33188, -1.66331, -0.38470], [-2.73818, -1.23328, 0.94890], [-3.22837, -0.13921, -0.44162], [-0.64802, -1.04846, -2.65322], [-0.16341, 0.45670, -1.77049], [2.30329, 1.91151, 1.27736], [2.83360, 0.48681, 0.37918], [1.64039, 1.59494, -0.32809], [-0.09911, 0.77711, 1.29349], [1.17067, -0.26154, 2.08830]],
  "forces_ev_per_a": [[0.28, -0.09, -0.10], [-0.24, -0.05, 0.01], [-0.09, 0.16, 0.11], [0.06, 0.08, -0.01], [-0.27, -2.25, -1.93], [0.38, 2.05, 1.70], [0.01, -0.09, 0.15], [-0.11, 0.11, -0.15], [0.06, -0.10, 0.01], [0.02, 0.08, 0.01], [0.05, 0.07, -0.05], [0.01, 0.10, 0.00], [0.05, -0.01, 0.01], [-0.16, -0.03, -0.01], [-0.05, -0.05, 0.24]]
}

{
  "formula": "C5H9P",
  "method": "ωB97M-V/def2-TZVPD",
  "smiles": "[H]/P=C\\CCC=C",
  "de_lowest_ev": 1.268,
  "orbital_gap_ha": 0.3486,
  "energy_ev": -14617.0513,
  "homo_energy_ev": -9.12,
  "lumo_ev": 0.36,
  "species": ["C", "C", "C", "C", "C", "P", "H", "H", "H", "H", "H", "H", "H", "H", "H"],
  "positions_angstrom": [[-1.41820, 0.77100, 0.29951], [-1.17360, -0.63020, 0.07339], [0.11760, -0.99332, -0.80002], [1.25122, -0.49815, -0.06623], [1.73689, 0.65760, -0.48393], [-0.99425, 1.79940, 1.57931], [-1.96853, 1.42872, -0.42579], [-0.93068, -1.15933, 1.02830], [-2.10124, -1.01950, -0.24474], [0.23799, -2.02887, -1.01616], [0.05544, -0.45707, -1.72651], [1.71403, -1.18576, 0.61733], [-0.33411, 0.90932, 2.54764], [1.16667, 1.24181, -1.19594], [2.64077, 1.16433, -0.18616]],
  "forces_ev_per_a": [[0.15, 3.33, 1.24], [1.56, -2.11, 0.87], [-2.71, 0.88, 0.20], [1.76, 0.42, -0.75], [0.57, 0.84, 0.40], [-0.02, -0.90, -0.22], [0.48, -1.13, 0.17], [-0.47, 0.60, -0.35], [-0.88, -1.05, -0.95], [-0.47, -0.97, 0.01], [-0.16, 0.08, -0.65], [0.35, 0.19, 0.52], [-0.36, 0.20, -0.81], [-0.02, -0.16, -0.21], [0.19, -0.21, 0.53]]
}

{
  "formula": "C5H9P",
  "method": "ωB97M-V/def2-TZVPD",
  "smiles": "C=P#CC(C)C",
  "de_lowest_ev": 3.261,
  "orbital_gap_ha": 0.3018,
  "energy_ev": -14615.0586,
  "homo_energy_ev": -7.66,
  "lumo_ev": 0.55,
  "species": ["C", "C", "C", "C", "C", "P", "H", "H", "H", "H", "H", "H", "H", "H", "H"],
  "positions_angstrom": [[-0.83076, -0.17926, -0.42968], [-1.84956, 1.02738, -1.77712], [0.83243, 0.93637, 0.81831], [0.64908, -1.65696, 0.72734], [0.57897, -0.31419, 0.01009], [-2.43703, -0.18634, -0.55313], [-1.28470, 1.87077, -1.36961], [-1.96527, 0.95401, -2.89727], [0.42952, 0.77745, 1.88006], [0.33068, 1.84635, 0.44936], [1.91585, 1.31030, 1.03362], [0.65462, -2.56709, 0.06496], [-0.09868, -1.74658, 1.54099], [1.67182, -1.67090, 1.28764], [1.40303, -0.40132, -0.78555]],
  "forces_ev_per_a": [[-0.73, 0.68, -2.69], [1.47, -0.38, 0.88], [1.32, 1.55, 3.25], [2.35, -0.67, 1.99], [0.49, -0.58, -1.71], [-0.20, 0.00, 0.19], [-0.82, 0.14, -0.48], [0.65, -0.50, 1.40], [0.30, 0.23, -1.36], [0.04, -0.62, -0.16], [-1.50, -1.23, -0.77], [-0.31, 1.17, 0.50], [0.17, -0.03, -0.63], [-1.53, -0.17, -0.86], [-1.69, 0.41, 0.45]]
}

{
  "formula": "C5HF7",
  "method": "ωB97M-V/def2-TZVPD",
  "smiles": "FC1=CC(F)(F)C(F)(F)C1(F)F",
  "de_lowest_ev": 0.000,
  "orbital_gap_ha": 0.4353,
  "energy_ev": -24222.6176,
  "homo_energy_ev": -11.50,
  "lumo_ev": 0.34,
  "species": ["F", "F", "F", "F", "F", "F", "F", "C", "C", "C", "C", "C", "H"],
  "positions_angstrom": [[2.89520, -0.28580, 1.67040], [-1.18416, -0.82876, -0.44976], [0.18814, 0.45194, -1.64712], [1.60274, 2.53873, 0.85116], [0.84977, 1.52710, 2.59197], [-1.32265, 0.80340, 1.50400], [-0.84158, 2.29534, -0.05164], [1.10296, -0.67254, 0.11600], [1.73955, 0.10492, 1.03962], [-0.13479, 0.03317, -0.41161], [0.98186, 1.40548, 1.25379], [-0.37599, 1.19296, 0.59342], [1.37827, -1.68662, -0.18093]],
  "forces_ev_per_a": [[-1.92, 1.28, -0.71], [0.14, 0.62, -0.40], [-0.86, 0.47, -0.44], [-0.20, -0.52, -0.45], [-0.40, 0.37, 0.54], [1.04, 0.39, -0.64], [0.40, -0.48, 0.57], [0.70, 0.99, 1.98], [-0.18, -2.10, -2.25], [1.35, -1.59, 0.85], [1.70, 0.08, 2.03], [-1.69, 0.02, -1.09], [-0.09, 0.46, 0.01]]
}

{
  "formula": "C5HN",
  "method": "ωB97M-V/def2-TZVPD",
  "smiles": "C#CC#CC#N",
  "de_lowest_ev": 0.000,
  "orbital_gap_ha": 0.3653,
  "energy_ev": -6686.8834,
  "homo_energy_ev": -10.35,
  "lumo_ev": -0.41,
  "species": ["C", "C", "C", "C", "C", "H", "N"],
  "positions_angstrom": [[-2.56217, 0.07865, -0.01587], [-1.36120, -0.11986, -0.02002], [0.00644, -0.12602, -0.04727], [1.21117, -0.17968, 0.03477], [2.57926, -0.00389, 0.00032], [-3.59472, 0.27984, 0.07202], [3.72121, 0.07097, -0.02394]],
  "forces_ev_per_a": [[2.04, -0.38, 0.16], [-1.86, 0.69, -0.17], [0.61, -0.49, 0.34], [-0.40, 0.56, -0.34], [-0.81, -0.51, 0.11], [-0.38, -0.06, -0.08], [0.81, 0.19, -0.02]]
}

{
  "formula": "C5HN2O7",
  "method": "ωB97M-V/def2-TZVPD",
  "de_lowest_ev": 3.768,
  "total_charge": -1,
  "orbital_gap_ha": 0.2543,
  "energy_ev": -22506.1588,
  "homo_energy_ev": -5.63,
  "lumo_ev": 1.29,
  "species": ["C", "C", "C", "C", "C", "N", "N", "O", "O", "O", "O", "O", "O", "O", "H"],
  "positions_angstrom": [[2.95677, 0.77193, 1.23154], [-0.40303, 0.23920, 0.97188], [3.00168, -0.60685, 1.32416], [3.96913, 0.31773, 2.14327], [-1.18813, -0.16947, -0.09963], [1.81202, 1.55246, 1.03399], [-2.49085, -0.65839, 0.11068], [-0.23929, 0.05586, 2.14512], [1.65554, 2.70703, 1.46900], [-3.05998, -1.20759, -0.82114], [2.72027, -1.72606, 0.95065], [4.98979, 0.52192, 2.75354], [0.86151, 1.08131, 0.33989], [-2.99440, -0.54400, 1.23606], [-0.72703, 0.05696, -1.02916]],
  "forces_ev_per_a": [[-2.68, 1.42, 0.05], [-0.20, -1.66, 2.80], [1.50, -2.22, -0.06], [0.87, -0.61, -0.37], [0.91, 1.18, 0.99], [0.93, 3.01, 1.06], [0.74, 0.15, 0.79], [-0.53, 0.65, -1.49], [0.83, -1.82, -0.09], [-0.25, -0.04, -0.56], [-0.18, 1.06, 0.47], [-1.00, 0.15, -0.07], [-0.46, -0.88, -2.07], [0.18, -0.06, -0.49], [-0.65, -0.34, -0.96]]
}